Version 1
ORCA calculation (ωB97M-V/def2-TZVPD) on a molecular structure, C2H5BrClN.

Properties
2S+1: 1
Molar mass, g/mol: 158.43
Kohn-Sham gap, Eh: 0.3892
LUMO level, eV: 0.78
HOMO energy, eV: -9.81

Each line ends with the natural charge from an NBO analysis.
Element x y z (Å)
C  -0.49  -0.25  -0.06  -0.432
C  1.47  1.27  0.00  -0.134
N  0.61  0.13  0.71  -0.599
Cl  2.50  2.12  1.10  0.020
Br  0.34  2.69  -0.78  -0.048
H  -1.33  0.44  -0.18  0.192
H  -0.08  -0.56  -1.10  0.203
H  -1.05  -1.20  0.38  0.210
H  2.05  0.97  -0.90  0.225
H  0.48  0.56  1.55  0.364

***

Version 2
ORCA calculation (ωB97M-V/def2-TZVPD) on a molecular structure, C2H5BrClN.

Properties
2S+1: 1
Molar mass, g/mol: 158.43
Kohn-Sham gap (spin up / spin down), Eh: 0.3268 / 0.2730
LUMO level (spin up / spin down), eV: -0.03 / -0.23
HOMO energy (spin up / spin down), eV: -8.93 / -7.66

Each line ends with the natural charge from an NBO analysis.
Element x y z (Å)
C  0.39  0.39  -0.44  -0.443
C  -1.77  -0.55  -0.02  0.017
N  -0.64  -0.61  -0.73  -0.624
Cl  -2.72  -2.03  0.06  0.020
Br  -2.89  0.93  -0.02  0.121
H  0.45  1.42  -0.92  0.224
H  0.49  0.45  0.64  0.227
H  1.40  -0.03  -0.81  0.208
H  -0.97  -0.13  1.98  -0.155
H  -0.30  -1.42  -1.05  0.404

***

Going by the energies, version 1 is most stable and the next is 74.6 kcal/mol up.

***

Version 1
ORCA calculation (ωB97M-V/def2-TZVPD) on 8 unconnected molecules or ions with the total composition BrH14O7.

Properties
2S+1: 1
Molar mass, g/mol: 206.01
Kohn-Sham gap, Eh: 0.3573
LUMO level, eV: 3.19
Net charge: -1
HOMO energy, eV: -6.53

Each line ends with the natural charge from an NBO analysis.
Element x y z (Å)
Br  0.00  -0.57  0.06  -0.871
O  1.55  2.50  0.49  -0.973
H  1.59  2.24  1.40  0.464
H  1.03  1.84  -0.01  0.493
O  -1.00  1.30  2.59  -0.973
H  -1.84  0.89  2.88  0.471
H  -0.52  0.71  2.01  0.484
O  -2.95  0.57  0.31  -0.975
H  -2.07  0.17  0.26  0.483
H  -3.04  0.98  -0.55  0.453
O  -0.92  -0.34  -3.07  -0.963
H  -0.90  -0.10  -2.12  0.476
H  0.02  -0.55  -3.26  0.465
O  1.75  -1.12  2.71  -0.963
H  2.54  -0.97  2.14  0.456
H  1.13  -1.00  1.97  0.479
O  0.62  1.88  -2.10  -0.940
H  0.87  0.99  -1.88  0.473
H  -0.33  1.93  -1.94  0.468
O  1.14  -3.79  -0.82  -0.967
H  0.59  -4.57  -0.58  0.464
H  0.75  -3.00  -0.51  0.495

***

Version 2
ORCA calculation (ωB97M-V/def2-TZVPD) on 8 unconnected molecules or ions with the total composition BrH14O7.

Properties
2S+1: 1
Molar mass, g/mol: 206.01
Kohn-Sham gap, Eh: 0.3581
LUMO level, eV: 3.36
Net charge: -1
HOMO energy, eV: -6.38

Each line ends with the natural charge from an NBO analysis.
Element x y z (Å)
Br  -0.76  -0.48  0.16  -0.906
O  1.05  0.47  -2.40  -0.971
H  0.32  0.15  -1.88  0.490
H  1.47  1.18  -1.92  0.463
O  -0.35  2.93  1.40  -0.952
H  -1.10  3.41  1.12  0.467
H  -0.67  2.04  1.49  0.481
O  2.28  0.72  0.92  -0.968
H  1.36  0.68  0.78  0.481
H  2.61  -0.16  0.70  0.475
O  0.46  -0.12  3.17  -0.983
H  1.02  0.57  2.81  0.474
H  -0.15  -0.33  2.43  0.483
O  -1.44  -2.60  -2.56  -0.954
H  -1.75  -1.92  -3.15  0.463
H  -1.44  -2.26  -1.69  0.487
O  -1.49  2.28  -1.51  -0.968
H  -0.59  2.55  -1.31  0.464
H  -1.54  1.49  -0.97  0.484
O  0.28  -3.76  0.50  -0.958
H  0.30  -3.99  1.46  0.459
H  0.11  -2.84  0.46  0.489

***

Going by the energies, version 2 is most stable and the next is 11.5 kcal/mol up.

***

Version 1
ORCA calculation (ωB97M-V/def2-TZVPD) on 2 unconnected molecules or ions with the total composition C3H10N2.

Properties
2S+1: 2
Molar mass, g/mol: 74.13
Kohn-Sham gap (spin up / spin down), Eh: 0.3194 / 0.1096
LUMO level (spin up / spin down), eV: -3.83 / -9.54
Net charge: +1
HOMO energy (spin up / spin down), eV: -12.53 / -12.53

Each line ends with the natural charge from an NBO analysis.
Element x y z (Å)
C  2.36  1.54  2.78  -0.381
C  1.40  1.44  3.68  -0.382
H  2.26  1.89  1.80  0.177
H  3.43  1.40  2.90  0.194
H  0.48  1.74  3.34  0.177
H  1.47  1.31  4.79  0.216
N  -1.99  0.11  -2.55  -0.595
C  -1.44  -1.26  -2.63  -0.141
N  -0.76  -2.01  -1.41  -0.371
H  -1.40  0.79  -2.22  0.386
H  -2.72  -0.07  -1.88  0.390
H  -0.63  -1.09  -3.40  0.274
H  -2.23  -2.06  -2.88  0.260
H  -0.39  -1.45  -0.56  0.408
H  0.15  -2.28  -1.74  0.388

***

Version 2
ORCA calculation (ωB97M-V/def2-TZVPD) on 2 unconnected molecules or ions with the total composition C3H10N2.

Properties
2S+1: 2
Molar mass, g/mol: 74.13
Kohn-Sham gap (spin up / spin down), Eh: 0.2597 / 0.1064
LUMO level (spin up / spin down), eV: -4.66 / -8.83
Net charge: +1
HOMO energy (spin up / spin down), eV: -11.73 / -11.72

Each line ends with the natural charge from an NBO analysis.
Element x y z (Å)
C  -0.30  3.52  -1.52  -0.418
N  0.53  2.84  -0.40  -0.853
H  -0.02  4.54  -1.64  0.203
H  -1.29  3.59  -1.12  0.199
H  -0.18  3.05  -2.47  0.179
H  0.23  1.90  -0.54  0.326
H  1.62  2.89  -0.47  0.365
C  -1.09  -2.56  0.34  -0.136
C  0.08  -2.38  0.99  0.050
N  1.01  -3.32  1.56  -0.525
H  -1.58  -3.58  0.34  0.240
H  -1.73  -1.65  0.06  0.273
H  0.60  -1.37  0.90  0.252
H  1.31  -3.13  2.48  0.430
H  0.80  -4.32  1.51  0.415

***

Going by the energies, version 2 is most stable and the next is 31.3 kcal/mol up.